Record 1
The following is a quantum chemistry calculation of a cluster of 6 separate species, C42H71F15N6O17P3 in total, from the Open Molecules 2025 dataset.

Results
- gap between HOMO and LUMO (eV) = 7.18
- net charge = +1
- highest occupied orbital energy (eV) = -11.1

Structure (XYZ):
```
154
C42H71F15N6O17P3 (ωB97M-V with the def2-TZVPD basis set)
C 0.246 -9.253 2.149
C -0.788 -8.302 1.944
C -1.908 -7.117 1.663
C -1.171 -5.692 2.065
C -2.388 -4.605 2.439
N -2.878 -3.925 1.224
C -1.902 -3.017 0.527
N -0.620 -2.679 0.980
C 0.325 -1.737 0.232
O -0.137 -0.348 0.140
C 0.962 0.623 0.304
C 2.090 0.558 -0.895
O 2.637 1.934 -1.031
C 3.885 1.941 -1.811
C 3.616 1.926 -3.459
N -2.317 -2.321 -0.736
N -1.867 -2.833 -1.898
C -1.112 -4.111 -1.866
C -1.467 -1.857 -2.959
C -2.393 -1.860 -4.352
O -0.494 -0.946 -2.922
C -3.729 -1.808 -0.733
P -3.801 -0.162 0.297
O -2.811 -0.128 1.527
C -4.864 -2.919 -0.245
C -6.345 -2.282 0.006
C -6.867 -1.138 -1.019
C -6.674 -1.410 -2.614
C -6.326 0.066 -3.322
O -7.303 1.114 -2.997
C -6.531 2.397 -3.061
P -5.009 -4.446 -1.419
N -4.276 -5.794 -0.806
O -4.326 -4.231 -2.997
O -6.698 -4.951 -1.645
C -4.288 -3.415 1.252
P -5.629 -4.569 1.960
N -6.348 -3.790 3.226
H 1.237 -9.829 2.393
H -2.208 -7.019 0.517
H -2.838 -7.222 2.378
H -0.445 -5.298 1.237
H -0.563 -5.813 3.084
H -1.853 -3.792 3.131
H -3.118 -5.183 3.120
H -0.236 -3.073 1.864
H 1.361 -1.700 0.825
H 0.597 -2.089 -0.849
H 1.420 0.574 1.395
H 0.467 1.705 0.221
H 2.980 -0.116 -0.493
H 1.664 0.153 -1.928
H 4.635 1.082 -1.534
H 4.423 2.980 -1.605
H 3.987 0.890 -3.858
H 4.229 2.767 -4.017
H 2.481 2.059 -3.738
H -0.928 -4.447 -2.997
H -0.053 -4.098 -1.368
H -1.682 -5.039 -1.376
H -1.972 -1.154 -5.184
H -3.465 -1.426 -4.060
H -2.603 -2.955 -4.746
H -3.994 -1.490 -1.834
H -3.409 0.957 -0.568
H -5.127 0.061 0.890
H -7.225 -3.082 0.085
H -6.311 -1.781 1.090
H -6.461 -0.041 -0.815
H -8.046 -1.046 -0.844
H -5.785 -2.101 -2.917
H -7.717 -1.725 -3.094
H -6.081 -0.031 -4.470
H -5.299 0.396 -2.809
H -5.590 2.330 -3.768
H -7.194 3.282 -3.509
H -6.146 2.736 -1.983
H -3.551 -6.146 -1.466
H -3.496 -4.769 -3.152
H -6.818 -5.874 -1.223
H -4.281 -2.456 1.963
H -5.113 -5.812 2.536
H -6.582 -4.967 0.958
H -6.172 -4.403 4.079
C 1.734 4.451 -1.700
C 0.796 5.356 -2.475
O 0.979 6.724 -2.081
C 2.009 7.396 -2.687
O 2.757 6.891 -3.521
C 2.058 8.847 -2.213
F 1.896 8.968 -0.864
F 1.077 9.605 -2.783
F 3.236 9.466 -2.508
H 1.610 4.597 -0.623
H 1.544 3.400 -1.939
H 2.780 4.674 -1.933
H -0.241 5.094 -2.243
H 0.922 5.238 -3.558
C 7.143 -9.387 2.945
C 5.697 -9.842 2.900
O 4.836 -8.833 3.447
C 4.468 -7.824 2.594
O 4.836 -7.750 1.425
C 3.517 -6.852 3.290
F 3.918 -6.532 4.554
F 2.258 -7.363 3.410
F 3.385 -5.668 2.626
H 7.425 -9.101 3.963
H 7.811 -10.184 2.603
H 7.300 -8.508 2.312
H 5.574 -10.736 3.520
H 5.389 -10.113 1.883
C 1.152 -3.116 8.241
C 0.219 -2.089 7.627
O -0.707 -2.724 6.732
C -1.819 -3.282 7.309
O -2.045 -3.264 8.516
C -2.737 -3.876 6.243
F -2.058 -4.588 5.297
F -3.429 -2.914 5.568
F -3.671 -4.726 6.756
H 1.653 -3.697 7.461
H 1.910 -2.628 8.861
H 0.600 -3.827 8.864
H 0.799 -1.377 7.031
H -0.309 -1.511 8.394
C 1.307 10.305 2.815
C 2.591 10.721 2.123
O 3.310 11.669 2.927
C 4.100 11.146 3.918
O 4.210 9.943 4.140
C 4.840 12.258 4.659
F 4.040 13.324 4.948
F 5.883 12.752 3.932
F 5.366 11.849 5.848
H 0.704 11.182 3.069
H 0.717 9.644 2.172
H 1.516 9.779 3.752
H 2.353 11.220 1.179
H 3.219 9.856 1.880
C 4.581 7.514 -5.598
C 6.015 7.074 -5.817
O 6.188 6.571 -7.152
C 6.404 7.510 -8.128
O 6.451 8.719 -7.915
C 6.618 6.838 -9.482
F 5.727 5.832 -9.720
F 7.858 6.278 -9.586
F 6.502 7.701 -10.531
H 3.887 6.701 -5.834
H 4.425 7.823 -4.560
H 4.321 8.354 -6.251
H 6.255 6.252 -5.135
H 6.724 7.883 -5.607
```

Record 2
The following is a quantum chemistry calculation of a structure of composition C42H71MgN9O10, from the Open Molecules 2025 dataset.

Results
- gap between HOMO and LUMO (eV) = 6.96
- net charge = 0
- highest occupied orbital energy (eV) = -7.6

Structure (XYZ):
```
133
C42H71MgN9O10 (ωB97M-V with the def2-TZVPD basis set)
Mg -0.309 -0.252 0.334
C 0.441 -0.081 -1.698
O -0.652 0.425 -1.485
O 0.198 -1.216 -1.308
O 1.092 0.346 -0.791
C -2.746 1.279 2.960
C -1.282 1.604 2.646
O -0.768 1.140 1.640
C -0.622 2.662 3.426
H -3.255 1.087 2.015
H -3.142 2.200 3.390
H -2.803 0.470 3.689
H -0.902 3.643 3.042
H 0.427 2.446 3.222
H -0.751 2.683 4.508
C 5.476 -1.184 -3.763
C 4.189 -1.930 -3.793
O 4.142 -2.976 -4.417
C 2.995 -1.353 -3.020
H 5.967 -1.470 -2.832
H 5.423 -0.097 -3.702
H 6.115 -1.450 -4.605
H 2.980 -0.274 -3.175
H 3.184 -1.504 -1.958
H 2.031 -1.847 -3.142
C -2.354 -2.712 3.590
C -2.729 -4.037 3.005
O -1.847 -4.845 2.885
C -4.232 -4.327 2.793
H -1.970 -2.979 4.574
H -3.194 -2.033 3.735
H -1.644 -2.148 2.984
H -4.700 -3.592 2.137
H -4.746 -4.330 3.753
H -4.436 -5.294 2.334
C -1.905 8.245 -0.309
C -2.864 7.122 0.032
O -3.905 7.434 0.605
N -2.576 5.841 -0.304
C -3.363 4.674 0.048
H -2.364 9.177 -0.640
H -1.155 7.908 -1.024
H -1.430 8.461 0.648
H -1.680 5.534 -0.654
H -4.100 4.596 -0.751
H -3.945 4.692 0.970
H -2.789 3.750 0.121
C 1.243 -3.246 2.955
C 1.506 -1.820 2.409
O 0.596 -1.196 1.774
N 2.704 -1.262 2.567
C 3.122 -0.022 1.905
H 2.044 -3.568 3.621
H 1.299 -3.918 2.098
H 0.292 -3.389 3.468
H 3.322 -1.718 3.222
H 4.163 0.154 2.180
H 2.474 0.805 2.195
H 3.181 -0.174 0.827
C -4.324 -0.403 -0.134
C -3.138 -1.283 0.012
O -2.130 -0.904 0.594
N -3.276 -2.492 -0.545
C -2.265 -3.470 -0.558
H -4.536 -0.034 0.870
H -5.172 -0.915 -0.588
H -3.917 0.398 -0.752
H -4.198 -2.812 -0.805
H -2.565 -4.249 0.142
H -1.230 -3.225 -0.322
H -2.253 -3.786 -1.601
C 0.270 -0.577 6.040
C 1.600 -1.207 6.279
O 1.609 -2.370 6.609
N 2.701 -0.505 6.098
C 4.089 -1.036 6.026
H -0.284 -1.060 5.236
H 0.486 0.465 5.803
H -0.415 -0.742 6.872
H 2.678 0.419 5.691
H 4.107 -2.105 5.812
H 4.697 -0.810 6.903
H 4.437 -0.564 5.108
N -0.199 3.274 -1.312
C 0.469 3.971 -0.274
C 0.650 5.306 -0.733
C 0.127 5.406 -2.026
C -0.352 4.083 -2.386
H -0.341 2.277 -1.382
H 0.746 3.453 0.632
H 1.177 6.122 -0.260
H 0.111 6.289 -2.647
H -0.745 3.726 -3.326
N -0.550 -2.460 -3.737
C -1.782 -2.252 -4.269
C -2.017 -3.214 -5.268
C -0.900 -4.025 -5.322
C 0.051 -3.481 -4.423
H -0.051 -1.982 -3.001
H -2.425 -1.483 -3.867
H -2.929 -3.260 -5.845
H -0.663 -4.917 -5.883
H 1.070 -3.660 -4.113
N 3.633 1.752 -1.055
C 4.875 1.190 -0.975
C 5.779 2.234 -1.059
C 5.041 3.404 -1.396
C 3.720 3.057 -1.367
H 2.772 1.226 -1.000
H 4.978 0.124 -0.841
H 6.856 2.217 -0.971
H 5.323 4.437 -1.543
H 2.825 3.647 -1.493
N -2.658 1.386 -3.368
C -2.536 1.342 -4.693
C -3.615 1.963 -5.290
C -4.394 2.389 -4.217
C -3.766 2.096 -3.053
H -1.997 0.992 -2.714
H -1.736 0.851 -5.227
H -3.830 2.049 -6.345
H -5.331 2.925 -4.256
H -4.173 2.176 -2.056
N 1.658 -3.765 -1.179
C 1.236 -5.044 -1.588
C 1.953 -5.947 -0.783
C 2.777 -5.250 0.059
C 2.722 -3.860 -0.256
H 1.209 -2.893 -1.423
H 0.414 -5.102 -2.286
H 1.779 -7.012 -0.845
H 3.427 -5.655 0.821
H 3.203 -2.966 0.114
```

Record 3
The following is a quantum chemistry calculation of a cluster of 11 separate species, C42H71N9O6 in total, from the Open Molecules 2025 dataset.

Results
- gap between HOMO and LUMO (eV) = 11.27
- net charge = 0
- highest occupied orbital energy (eV) = -10.9
- SMILES string = O=C1OCCO1.O=C1OCCO1.CCCC#N.CCCC#N.CCCC#N.CCCC#N.CCCC#N.CCCC#N.CCCC#N.CCCC#N.CCCC#N

Structure (XYZ):
```
128
C42H71N9O6 (ωB97M-V with the def2-TZVPD basis set)
O -19.514 -1.294 4.376
C -19.131 -0.310 4.941
O -18.386 0.715 4.403
C -18.154 1.791 5.333
C -19.249 1.472 6.352
O -19.522 0.077 6.143
H -17.187 1.600 5.785
H -18.361 2.785 4.942
H -20.194 1.988 6.148
H -19.038 1.705 7.432
O -19.173 3.926 10.932
C -19.968 4.448 10.221
O -20.067 4.218 8.869
C -21.422 4.687 8.512
C -21.670 5.780 9.557
O -20.946 5.264 10.641
H -21.381 5.072 7.513
H -22.092 3.869 8.710
H -22.705 5.817 9.807
H -21.280 6.736 9.254
C -17.119 5.832 15.549
C -18.611 5.824 15.002
C -18.873 7.034 14.149
C -17.992 7.272 12.999
N -17.196 7.461 12.186
H -16.767 5.061 16.218
H -16.904 6.726 16.090
H -16.440 5.852 14.683
H -19.308 5.755 15.818
H -18.665 4.920 14.438
H -18.869 7.939 14.753
H -19.887 6.921 13.818
C -20.127 9.212 5.758
C -18.627 8.938 5.342
C -18.068 7.727 6.051
C -18.771 6.436 5.955
N -19.364 5.429 6.047
H -20.587 10.188 5.452
H -20.245 9.086 6.822
H -20.792 8.447 5.333
H -18.023 9.753 5.608
H -18.515 8.870 4.247
H -17.917 7.857 7.143
H -17.112 7.483 5.588
C -23.744 8.383 7.006
C -24.036 9.365 8.151
C -23.315 10.615 7.676
C -23.357 11.658 8.734
N -23.440 12.331 9.606
H -24.300 7.438 7.091
H -22.707 8.124 7.037
H -24.016 8.741 6.041
H -23.514 8.971 9.065
H -25.086 9.493 8.348
H -23.864 11.006 6.822
H -22.311 10.381 7.391
C -16.367 3.299 8.954
C -16.539 4.799 9.340
C -15.366 5.631 8.797
C -15.304 5.754 7.344
N -15.288 5.886 6.225
H -16.307 3.192 7.863
H -17.237 2.782 9.382
H -15.460 2.892 9.487
H -16.658 4.951 10.415
H -17.468 5.130 8.904
H -14.513 5.031 9.073
H -15.301 6.575 9.237
C -19.834 12.205 11.381
C -18.973 10.943 11.471
C -18.711 10.100 10.212
C -19.887 9.464 9.607
N -20.857 8.958 9.212
H -20.869 11.975 11.001
H -19.410 12.972 10.712
H -19.863 12.553 12.411
H -19.419 10.328 12.252
H -17.963 11.238 11.807
H -18.145 9.141 10.556
H -18.134 10.619 9.486
C -20.189 0.612 11.474
C -20.935 -0.440 10.623
C -21.887 0.123 9.586
C -22.486 1.341 10.145
N -22.918 2.317 10.509
H -19.468 0.086 12.098
H -20.884 1.281 12.017
H -19.578 1.199 10.785
H -21.481 -1.069 11.246
H -20.241 -1.062 10.147
H -22.698 -0.524 9.230
H -21.375 0.340 8.616
C -21.683 3.835 14.972
C -22.971 4.480 15.481
C -22.967 6.006 15.569
C -22.100 6.498 16.632
N -21.480 6.790 17.556
H -20.974 3.680 15.815
H -21.240 4.474 14.145
H -21.983 2.849 14.552
H -23.237 4.069 16.430
H -23.837 4.259 14.849
H -23.969 6.319 15.692
H -22.709 6.437 14.676
C -24.438 5.130 12.122
C -25.612 4.124 12.433
C -26.049 3.224 11.239
C -26.229 4.062 10.021
N -26.322 4.760 9.141
H -23.352 4.740 12.140
H -24.432 5.888 12.926
H -24.648 5.742 11.229
H -26.446 4.770 12.786
H -25.489 3.443 13.273
H -27.016 2.773 11.438
H -25.292 2.410 11.040
C -25.532 9.292 14.258
C -25.276 10.044 12.986
C -24.591 9.225 11.854
C -23.327 8.554 12.164
N -22.254 8.104 12.063
H -26.380 8.620 14.165
H -25.825 9.831 15.119
H -24.609 8.724 14.556
H -24.702 10.899 13.191
H -26.225 10.490 12.671
H -24.288 9.911 11.024
H -25.278 8.467 11.443
```